Record 1
9
Properties=species:S:1:pos:R:3:forces:R:3 method="wB97M-V/def2-TZVPD" e_lumo_ev="-1.4 / -1.4" max_force_ev_per_a=2.59 e_above_lowest_kj_mol=541.6
N -0.628 -0.139 1.200 0.0 0.4 -0.5
H -0.863 0.936 -1.727 -0.1 0.2 0.3
H -0.777 -1.135 1.290 0.2 -0.2 -0.1
H -0.721 -0.755 -1.690 0.2 -0.3 0.1
O 2.419 -1.240 0.048 -1.2 0.8 -0.1
N -0.355 0.132 -1.395 0.4 0.0 0.1
H -0.396 0.263 2.098 0.2 0.1 0.1
O 0.797 1.662 0.178 0.1 1.4 0.2
S 0.522 0.277 -0.001 0.2 -2.6 -0.1

Record 2
12
Properties=species:S:1:pos:R:3:forces:R:3 method="wB97M-V/def2-TZVPD" e_lumo_ev=0.2 max_force_ev_per_a=2.62 e_above_lowest_kj_mol=0.0
S 0.884 -2.957 0.580 0.7 -1.7 0.3
S -0.061 0.683 -1.009 -0.9 -0.4 -1.5
H -1.353 -1.294 -0.975 1.5 1.1 0.3
H -1.205 2.198 0.078 -0.8 1.3 -0.2
N -0.666 1.411 0.295 -0.6 -0.4 -1.7
O 0.885 -0.269 1.475 -2.0 0.2 0.0
O -0.865 1.101 -2.111 -0.5 -0.2 0.3
H 1.785 -0.561 1.516 1.0 -0.8 -0.4
H -0.156 1.365 1.108 1.4 0.2 2.1
S -0.171 -1.455 0.890 0.9 0.0 1.9
O 1.335 0.695 -1.197 1.0 0.4 0.8
N -0.413 -0.917 -0.650 -1.7 0.2 -1.9

Record 3
9
Properties=species:S:1:pos:R:3:forces:R:3 method="wB97M-V/def2-TZVPD" spin_multiplicity=3 e_lumo_ev="0.3 / -3.4" s_squared=2.01 max_force_ev_per_a=6.12 e_above_lowest_kj_mol=193.4
H -0.680 1.246 -0.046 -1.3 -0.5 0.2
S 1.020 -1.110 0.756 -2.4 -5.1 2.3
H -2.096 0.273 0.044 -3.6 0.2 1.3
H 0.937 0.150 2.409 0.1 0.4 -0.5
O 1.516 -1.077 -0.579 1.6 0.5 -4.4
S -1.063 0.126 -2.064 0.1 0.2 2.8
H 0.205 -0.214 -1.768 0.2 -0.3 -0.7
N -1.194 0.366 -0.212 4.6 0.6 -3.5
N 1.355 0.240 1.460 0.6 4.0 2.6

Record 4
8
Properties=species:S:1:pos:R:3:forces:R:3 method="wB97M-V/def2-TZVPD" e_lumo_ev="-1.0 / -1.0" max_force_ev_per_a=2.27 e_above_lowest_kj_mol=55.8
P -0.499 0.003 -0.618 -1.3 0.8 0.4
H -0.957 -0.895 0.350 -0.7 -0.7 -0.3
H 0.047 0.657 0.457 1.2 0.9 0.3
P 1.531 -1.514 -0.572 -0.7 0.9 0.3
N -1.755 0.848 -1.184 1.2 -1.9 0.3
N 1.743 -0.964 0.856 0.1 -0.4 0.0
H 2.389 -1.315 1.571 -0.2 0.1 -0.6
H -1.706 1.421 -2.003 0.3 0.2 -0.4

Record 5
8
Properties=species:S:1:pos:R:3:forces:R:3 method="wB97M-V/def2-TZVPD" e_lumo_ev=0.6 max_force_ev_per_a=4.83 e_above_lowest_kj_mol=34.4
N -0.214 -1.398 -1.120 -2.4 2.2 -0.9
N 0.027 1.216 1.522 0.0 -4.7 -1.1
S 0.428 1.327 -0.113 0.5 -0.6 -0.8
H 0.177 -2.213 -1.504 0.6 -1.5 -0.7
H -0.679 0.467 1.593 0.3 1.0 0.4
H -0.641 -0.840 -1.936 1.1 -1.1 1.6
H -0.206 2.010 1.967 -1.0 3.5 1.6
S 1.109 -0.569 -0.409 0.8 1.2 -0.2

Record 6
10
Properties=species:S:1:pos:R:3:forces:R:3 method="wB97M-V/def2-TZVPD" e_lumo_ev="-1.2 / -1.2" max_force_ev_per_a=3.08 e_above_lowest_kj_mol=47.3
H -0.294 0.000 1.849 0.1 1.1 0.5
N -0.997 0.616 -0.967 2.0 1.5 0.4
H 0.145 -1.469 1.501 0.5 -1.7 1.2
P 0.012 -0.598 -0.353 -2.9 1.0 -0.6
O 1.567 1.392 0.333 -0.5 -0.3 0.0
O -0.229 -1.808 -1.158 1.7 0.2 0.5
N -0.482 -0.756 1.237 0.2 -0.1 -1.2
N 1.681 0.351 -0.235 0.4 -0.7 -0.4
H -0.898 1.467 -0.314 -0.2 -1.3 -1.7
H -0.504 0.804 -1.891 -1.3 0.3 1.2

Record 7
8
Properties=species:S:1:pos:R:3:forces:R:3 method="wB97M-V/def2-TZVPD" e_lumo_ev=0.0 max_force_ev_per_a=5.54 e_above_lowest_kj_mol=476.8
H -1.533 -0.701 -0.271 2.6 4.6 1.8
H -0.726 1.268 -0.400 -1.0 -1.1 0.5
H 1.208 1.629 -0.124 -0.9 1.3 0.2
N -0.788 0.449 0.252 -3.0 -2.4 -2.2
N 0.466 -0.107 0.096 1.0 2.3 -0.8
N 1.459 0.680 -0.158 1.0 -2.4 0.3
N 0.464 -1.334 0.170 0.6 -2.7 0.0
H 1.416 -1.696 0.048 -0.2 0.4 0.2

Record 8
10
Properties=species:S:1:pos:R:3:forces:R:3 method="wB97M-V/def2-TZVPD" e_lumo_ev="-0.3 / -0.2" max_force_ev_per_a=4.20 e_above_lowest_kj_mol=212.2
N -1.546 -0.703 1.218 1.7 -2.0 -0.3
H -0.600 1.421 -1.092 -0.2 3.1 1.8
H -1.420 0.412 -1.738 -3.3 -1.0 -0.7
H -1.654 -1.592 1.822 -0.4 2.0 -0.7
N 1.579 0.096 0.118 -1.4 1.7 2.0
N -0.311 -0.853 0.934 -2.2 -0.9 3.5
O 1.957 1.052 0.864 0.3 -0.8 0.0
O -0.561 0.661 -1.582 2.4 -1.1 -2.6
N 0.382 -0.317 0.079 2.5 -0.7 -1.7
H 2.174 -0.178 -0.623 0.6 -0.3 -1.3

Record 9
10
Properties=species:S:1:pos:R:3:forces:R:3 method="wB97M-V/def2-TZVPD" e_lumo_ev=1.0 max_force_ev_per_a=5.92 e_above_lowest_kj_mol=147.0
H 2.152 0.991 0.284 -0.4 0.6 0.0
N 2.092 0.078 -0.130 -4.4 3.8 -1.1
N -1.396 -0.725 0.187 -0.1 -3.1 0.3
N 0.942 -0.604 0.063 -1.2 -1.6 0.3
N -0.139 0.014 0.151 -0.7 0.5 -1.9
O -0.332 1.256 0.088 0.6 0.2 0.3
H -2.104 1.021 -0.227 -0.8 -2.6 0.4
H -1.529 -1.661 -0.384 1.4 2.8 1.0
O -2.523 0.047 -0.106 1.7 2.9 -0.5
H 2.838 -0.417 0.074 4.0 -3.4 1.2

Record 10
9
Properties=species:S:1:pos:R:3:forces:R:3 method="wB97M-V/def2-TZVPD" e_lumo_ev=4.4 max_force_ev_per_a=6.72 e_above_lowest_kj_mol=130.7 total_charge=-1
O 0.229 1.529 -1.280 0.8 0.4 -0.6
H -1.241 1.450 1.450 0.4 0.6 0.1
H 1.012 1.198 1.155 -0.9 0.2 0.8
P -0.215 0.489 1.518 0.9 -0.7 -0.6
N 0.419 -1.162 -1.101 -2.1 -0.4 0.4
P -0.407 0.343 -0.683 -6.4 -1.8 -0.7
H 1.094 -1.236 -1.854 -0.3 0.5 0.0
H -0.361 -1.864 -1.228 1.3 1.0 0.1
O -2.112 0.144 -0.850 6.2 0.1 0.4

Record 11
9
Properties=species:S:1:pos:R:3:forces:R:3 method="wB97M-V/def2-TZVPD" e_lumo_ev=4.0 max_force_ev_per_a=2.29 e_above_lowest_kj_mol=111.3 total_charge=-1
S 1.071 -0.023 1.388 0.1 -0.7 -1.6
Si -1.231 0.254 -0.576 -0.4 -2.2 -0.6
H 2.078 0.534 -0.317 0.6 -1.2 0.5
H -1.073 0.636 -1.986 -0.2 0.4 -0.4
N 0.249 0.414 0.116 -1.2 0.8 0.9
H -1.901 -1.192 -0.751 0.7 1.0 0.3
O 2.406 -0.170 0.304 0.9 0.7 0.6
H -2.366 0.944 -0.010 -0.7 0.7 0.4
O 0.766 -1.398 1.832 0.2 0.4 0.0

Record 12
10
Properties=species:S:1:pos:R:3:forces:R:3 method="wB97M-V/def2-TZVPD" e_lumo_ev=-0.1 max_force_ev_per_a=3.39 e_above_lowest_kj_mol=226.6
H 2.573 0.377 1.064 0.0 0.1 1.4
N -1.531 0.450 -0.330 -2.0 1.8 -2.1
P 1.346 -0.189 -0.595 -1.1 -1.0 -0.8
O -1.645 -0.845 -0.188 0.4 -1.7 -0.5
S -0.039 1.353 0.153 0.2 0.7 0.5
O 2.699 0.193 0.148 0.4 0.6 -0.8
H -0.116 -1.712 0.478 1.8 1.9 -0.9
H -2.343 0.794 0.167 0.3 1.1 0.9
O 0.837 -1.305 0.417 -1.1 -1.9 1.0
H -1.782 0.884 -1.314 1.0 -1.5 1.4